{"formula": "C3H5N3O", "method": "ωB97M-V with the def2-TZVPD basis set", "species": ["O", "C", "C", "N", "N", "C", "N", "H", "H", "H", "H", "H"], "positions_angstrom": [[-2.623280, 0.921012, -0.070005], [-1.681637, -0.063808, 0.222151], [-0.168524, 0.158510, -0.157438], [0.478344, 1.222963, -0.509505], [2.252346, 0.499883, -0.221628], [1.828295, -0.685608, 0.104642], [0.548878, -0.976975, 0.072743], [-2.739285, 0.969454, -1.025738], [-1.949449, -1.054026, -0.182623], [-1.696357, -0.181031, 1.316751], [3.265728, 0.658306, -0.018131], [2.484946, -1.468680, 0.468779]], "forces_ev_per_angstrom": [[0.20, 0.17, -0.36], [0.49, -0.01, -0.10], [0.97, 0.02, -0.13], [1.14, -0.16, 0.84], [-1.64, -0.22, 0.05], [-0.45, -0.46, 0.06], [-0.18, -0.76, 0.83], [-0.03, 0.05, 0.08], [0.25, 0.34, -0.08], [0.32, 0.12, -0.36], [-1.36, 0.89, -0.59], [0.29, 0.03, -0.24]], "nbo_charge": [-0.69, -0.07, 0.26, -0.14, -0.54, 0.27, -0.58, 0.47, 0.20, 0.21, 0.41, 0.20], "spin_multiplicity": 1, "gap_ev": 9.1}

=====

{"formula": "C3H5N3O", "method": "ωB97M-V with the def2-TZVPD basis set", "species": ["H", "N", "N", "C", "C", "N", "C", "O", "H", "H", "H", "H"], "positions_angstrom": [[1.272377, 0.182225, 2.698546], [1.534271, 0.774623, 1.779257], [0.762646, 0.677885, 0.840680], [-0.411549, -0.117200, 0.889067], [-0.726435, -0.601686, -0.563154], [-0.401679, 0.412078, -1.451859], [0.354766, 0.665601, -2.371554], [0.792379, 1.038521, -3.353436], [-1.164479, 0.414936, 1.191593], [-0.103176, -0.978986, 1.523027], [-0.178503, -1.513642, -0.632675], [-1.730618, -0.954356, -0.549493]], "forces_ev_per_angstrom": [[-0.05, 0.76, -1.80], [0.02, -0.78, 1.63], [1.11, 1.32, 0.01], [4.19, -4.31, -1.85], [1.03, -0.55, 2.62], [0.73, 0.73, -2.09], [-3.54, -1.21, 2.98], [2.13, 0.98, -2.37], [-4.24, 3.06, 2.26], [-1.09, 0.26, -0.01], [0.89, -0.61, -0.85], [-1.18, 0.36, -0.54]], "nbo_charge": [0.24, -0.26, -0.10, -0.28, -0.21, -0.56, 0.88, -0.49, 0.21, 0.18, 0.19, 0.21], "spin_multiplicity": 1, "gap_ev": 9.8, "smiles": "[H]/N=N\\CCN=C=O"}

=====

{"formula": "C3H5N3O", "method": "ωB97M-V with the def2-TZVPD basis set", "species": ["N", "C", "C", "N", "C", "O", "N", "H", "H", "H", "H", "H"], "positions_angstrom": [[2.060500, 0.578334, -0.081544], [0.739140, 0.226380, -0.206917], [0.151093, -0.969421, 0.193807], [-1.083376, -0.968347, -0.449023], [-1.285369, 0.363264, -0.675385], [-2.245845, 0.790507, 0.212171], [-0.167199, 1.070053, -0.755939], [2.564337, 0.090802, 0.641668], [2.241400, 1.569305, -0.134375], [0.591352, -1.840399, 0.640625], [-1.897784, -1.471463, -0.131793], [-1.697273, 0.464243, 0.993834]], "forces_ev_per_angstrom": [[0.26, 0.00, -0.13], [0.26, -0.20, 0.04], [0.70, -0.49, -0.74], [-0.03, 0.16, 0.54], [0.13, -0.12, 0.04], [-0.26, 0.18, -0.01], [-0.06, -0.21, 0.45], [0.07, 0.10, -0.09], [-0.06, -0.06, 0.14], [0.20, -0.23, -0.29], [0.20, -0.08, 0.19], [-1.40, 0.94, -0.13]], "nbo_charge": [-0.80, 0.29, -0.23, -0.53, 0.59, -0.68, -0.49, 0.38, 0.39, 0.22, 0.41, 0.46], "spin_multiplicity": 1, "gap_ev": [8.2, 8.2], "smiles": "Nc1c[nH]c(O)n1"}

=====

{"formula": "C3H5N3O", "method": "ωB97M-V with the def2-TZVPD basis set", "species": ["N", "N", "N", "C", "C", "C", "O", "H", "H", "H", "H", "H"], "positions_angstrom": [[1.655573, -1.141766, 0.159202], [0.423783, -0.539029, -0.071987], [-0.719837, -1.203479, -0.218797], [-1.740420, -0.336237, 0.115586], [-1.230527, 0.939702, 0.243255], [0.162015, 0.828483, -0.039750], [1.076359, 1.726478, -0.204804], [1.671425, -1.457911, 1.143062], [2.256574, -0.314534, 0.116972], [-0.727489, -1.690686, -1.121860], [-2.734217, -0.616513, 0.037703], [-1.740203, 1.866051, 0.469085]], "forces_ev_per_angstrom": [[0.15, -0.02, 0.19], [0.48, 2.91, -0.58], [-1.00, -2.52, 0.62], [1.86, 2.32, -1.01], [-1.14, -1.21, -0.05], [4.19, 2.63, -0.03], [-2.68, -2.97, 0.94], [-0.08, 0.22, -0.46], [0.35, -0.28, -0.15], [-0.56, -0.09, 0.58], [-1.60, -0.72, -0.03], [0.03, -0.26, -0.02]], "nbo_charge": [-0.62, -0.12, -0.40, 0.02, -0.37, 0.55, -0.67, 0.35, 0.39, 0.40, 0.21, 0.25], "spin_multiplicity": 1, "gap_ev": 9.3, "smiles": "Nn1[nH]ccc1=O"}